# 1
Molecular formula: C22H41N2O18
Method: DFT, ωB97M-V/def2-TZVPD

Structure (XYZ):
```
83
C22H41N2O18 ωB97M-V/def2-TZVPD
N -4.83173 -0.97453 -4.54895
C -5.47699 -0.46561 -3.32972
C -5.04487 -1.25426 -2.10364
C -3.70659 -0.81379 -1.54125
C -3.01785 -1.82852 -0.63481
C -1.97335 -0.94969 0.05004
C -0.81908 -0.61066 -0.94939
O -0.78194 0.56985 -1.35513
O -0.07740 -1.55459 -1.21989
C -2.77655 0.29781 0.30315
O -2.61134 1.12560 1.17791
N -3.81758 0.36377 -0.65210
H -4.56407 -0.22175 -5.16885
H -3.97120 -1.45158 -4.30424
H -6.55994 -0.53976 -3.45516
H -5.23894 0.59309 -3.16659
H -4.95203 -2.30728 -2.39646
H -5.80556 -1.17941 -1.32426
H -3.03310 -0.55943 -2.37231
H -3.72928 -2.14799 0.13480
H -2.59455 -2.67088 -1.17575
H -1.58024 -1.35204 0.98237
H -3.77384 1.26239 -1.11646
C 5.43480 1.90712 -5.03660
O 4.96133 1.43687 -3.77731
C 3.78835 0.78100 -3.84493
O 3.19773 0.56985 -4.87802
O 3.42724 0.42828 -2.63473
C 2.16580 -0.29032 -2.54992
H 6.37548 2.40801 -4.82413
H 5.59390 1.07941 -5.72642
H 4.72612 2.60626 -5.47939
H 2.23405 -1.21115 -3.12212
H 1.35164 0.33115 -2.91227
H 2.00017 -0.50923 -1.50296
C 2.93556 5.10749 -8.90359
O 2.33618 3.81293 -8.95668
C 1.75666 3.43503 -7.80642
O 1.72043 4.10099 -6.80484
O 1.24452 2.22739 -7.97753
C 0.60516 1.67019 -6.81420
H 3.35728 5.27201 -9.89095
H 2.19099 5.86866 -8.67656
H 3.71737 5.13963 -8.14654
H -0.23651 2.28891 -6.50943
H 1.31257 1.56888 -5.99650
H 0.25878 0.68984 -7.12491
C -4.36376 -7.15987 0.43809
O -4.53671 -5.80529 0.85784
C -4.56497 -5.63482 2.17858
O -4.48541 -6.51166 3.00218
O -4.69856 -4.33777 2.42811
C -4.72490 -3.98930 3.81543
H -4.35968 -7.12520 -0.64679
H -3.42042 -7.55697 0.80831
H -5.18241 -7.78081 0.79819
H -3.79991 -4.29282 4.30133
H -5.57029 -4.46292 4.31163
H -4.82411 -2.90885 3.83578
C 2.99285 0.11349 5.24592
O 2.90765 0.87004 4.04064
C 1.80971 0.60611 3.30379
O 0.96353 -0.19242 3.61257
O 1.84541 1.36452 2.22714
C 0.73252 1.19566 1.31257
H 3.91486 0.43266 5.72537
H 2.14615 0.31810 5.89922
H 3.03145 -0.95441 5.03643
H -0.20981 1.41949 1.80572
H 0.71548 0.18022 0.92879
H 0.91818 1.88741 0.49950
C 4.30760 0.98209 11.30199
O 4.56095 2.16579 10.53883
C 3.92716 2.20029 9.36448
O 3.19691 1.34516 8.93704
O 4.23847 3.33778 8.74961
C 3.62062 3.49878 7.46286
H 4.88307 1.09970 12.21496
H 3.24691 0.89228 11.52825
H 4.63340 0.09832 10.75690
H 2.53696 3.49193 7.55713
H 3.92752 2.70315 6.78781
H 3.96600 4.46017 7.09745
```

Computed properties:
total charge = -1
highest occupied orbital energy = -5.36 eV
E_tot = -2326.87349 Ha

Results of the Mulliken charge analysis, in e, for atoms 1 through 2: -0.691, -0.407

# 2
Molecular formula: C22H42BF4IN5O7S2SiSn
Method: DFT, ωB97M-V/def2-TZVPD

Structure (XYZ):
```
86
C22H42BF4IN5O7S2SiSn ωB97M-V/def2-TZVPD
Sn 0.41645 1.12867 -1.26382
N 1.34062 3.31127 -0.67285
N 0.76319 4.40453 -1.31734
C -0.33352 4.29243 -2.08388
N -0.78976 5.41455 -2.63724
S -1.16244 2.83908 -2.36155
H 1.31325 3.41436 0.33906
H 2.30532 3.18134 -0.96959
H 1.20501 5.30454 -1.19648
H -0.35639 6.31079 -2.48629
H -1.60924 5.37612 -3.21870
C -3.15705 -1.35175 -3.43426
O -1.98455 -1.98033 -2.85036
C -1.11729 -1.19021 -2.29114
O -1.29405 0.03202 -2.12819
N -0.00907 -1.81071 -1.84935
N 1.07641 -1.00123 -1.48634
H -3.78276 -2.17733 -3.75173
H -2.84717 -0.74904 -4.28409
H -3.66359 -0.74166 -2.69168
H 0.17521 -2.76640 -2.11735
H 1.75233 -0.98968 -2.25677
H 1.50290 -1.26240 -0.58601
F 3.55339 0.17009 -1.26305
B 3.47449 0.36428 0.13938
F 4.68577 0.40104 0.74489
F 2.64519 -0.65990 0.64255
F 2.76222 1.61317 0.31912
I 7.26152 3.16615 -6.64213
C 5.58670 2.41655 -5.65798
C 4.66470 1.65054 -6.35893
C 3.55731 1.14612 -5.69806
C 3.35949 1.43220 -4.35227
C 4.29016 2.19608 -3.65629
C 5.41236 2.68082 -4.30489
C 2.17047 0.86829 -3.66963
O 1.66830 -0.19883 -3.97917
O 1.67104 1.64797 -2.72163
H 4.81387 1.44253 -7.40901
H 2.84060 0.52726 -6.22113
H 4.16355 2.36069 -2.59475
H 6.15279 3.25063 -3.76127
C -1.48566 1.91026 4.58043
C -0.95995 0.48980 4.43984
C 0.55807 0.47789 4.33872
C -1.43707 -0.38113 5.59045
O -1.57050 -0.03984 3.23302
Si -1.03536 -0.65512 1.84049
S -0.48980 1.24196 0.89871
O -2.23903 -1.40432 1.05543
C -3.67162 -1.20954 1.01131
C -3.97531 0.20770 0.54862
C -4.18167 -2.24364 0.02086
C -4.26418 -1.47214 2.38906
O 0.21960 -1.65167 1.91134
C 0.32875 -3.08347 2.13804
C 1.71447 -3.30293 2.72278
C 0.18092 -3.80299 0.80584
C -0.74969 -3.53642 3.11180
H -1.09353 2.37453 5.48580
H -2.57454 1.90739 4.63449
H -1.18026 2.51220 3.72277
H 0.98475 0.87627 5.25971
H 0.90525 1.09515 3.50850
H 0.93732 -0.53350 4.19578
H -1.07639 0.01763 6.53914
H -1.06182 -1.39853 5.48535
H -2.52648 -0.41102 5.61781
H -3.47956 0.41995 -0.40157
H -3.62649 0.93677 1.28205
H -5.05101 0.33844 0.42476
H -3.71226 -2.10583 -0.95090
H -5.26310 -2.16688 -0.09484
H -3.94100 -3.24800 0.37125
H -3.87700 -0.76358 3.11896
H -4.02259 -2.48321 2.72001
H -5.34994 -1.37646 2.34892
H 2.47430 -2.89259 2.06074
H 1.89849 -4.36844 2.86641
H 1.79865 -2.80773 3.69063
H 0.99603 -3.51587 0.13564
H -0.78233 -3.56919 0.35088
H 0.24831 -4.88118 0.95365
H -0.68727 -2.96507 4.03738
H -0.61202 -4.59006 3.35632
H -1.74521 -3.41020 2.68380
```

Computed properties:
total charge = +1
highest occupied orbital energy = -10.80 eV
E_tot = -3686.46020 Ha

Results of the Mulliken charge analysis, in e, for atoms 1 through 2: 2.149, -0.276

# 3
Molecular formula: C22H42CeCl3N2O4SSi
Method: DFT, ωB97M-V/def2-TZVPD

Structure (XYZ):
```
76
C22H42CeCl3N2O4SSi ωB97M-V/def2-TZVPD
C 2.73349 -2.53047 -2.20535
C 2.15414 -1.70085 -3.31435
H 2.25950 -3.52352 -2.20722
H 2.62090 -2.06375 -1.21688
H 3.80581 -2.68807 -2.41338
C 2.02760 -2.21582 -4.54311
C 2.36000 -3.61935 -4.89575
H 1.77340 -1.60238 -5.40678
H 1.87558 -4.34617 -4.24265
H 3.43924 -3.79840 -4.86686
H 2.02939 -3.80696 -5.91505
Ce 1.03938 0.19904 2.67239
Cl 3.10956 -1.07318 3.41268
Cl 2.39827 1.63493 0.96532
C 0.08243 3.31526 2.32371
O -0.32311 2.16774 2.70380
N -0.71395 4.15872 1.68267
C -2.13056 3.86650 1.51981
C -0.14938 5.34097 1.05703
H 1.11156 3.63624 2.49730
H -2.53108 3.41863 2.43277
H -2.30963 3.18167 0.68076
H -2.63861 4.81157 1.32558
H 0.71770 5.65107 1.65521
H -0.90531 6.13569 1.03917
H 0.19588 5.14138 0.02700
H -0.80470 -5.35346 4.09272
H -0.52601 -3.57076 1.02418
C -1.72006 -4.85792 3.73562
C -1.48868 -3.83917 1.46818
N -1.44759 -3.68754 2.91398
H -2.31479 -4.58506 4.60924
C -1.06102 -2.52557 3.43582
O -0.42695 -1.64031 2.74951
H -2.26404 -3.19045 1.04368
H -1.26250 -2.36355 4.50085
H -2.27370 -5.58338 3.13378
H -1.74302 -4.87433 1.24485
O 1.39376 0.05320 -1.71022
C 1.97500 -0.21247 -2.99191
C 0.35977 0.22765 -4.96895
C 1.42861 0.62972 -4.16485
H -0.11667 -0.74325 -4.77343
C -0.11313 1.09129 -5.97611
H 3.02830 0.12867 -2.90666
C 2.08373 1.84275 -4.41958
H -0.98979 0.77992 -6.54981
C 0.48863 2.33255 -6.16735
C 1.60647 2.69594 -5.42062
H 2.93433 2.10787 -3.77146
H 0.09620 3.00724 -6.91978
H 2.09193 3.65617 -5.55588
Si -0.48689 0.01278 -1.18510
Cl -0.16836 -2.13517 -1.06642
C -1.72482 -0.38801 -2.57222
C -0.29651 1.96401 -1.40330
C -1.65001 0.28026 0.34095
H -1.58645 0.22093 -3.46903
H -2.72478 -0.20877 -2.15898
H -1.68357 -1.44597 -2.86291
H -1.84469 -0.67236 0.85073
H -2.63751 0.61190 -0.05261
H -1.37822 1.06005 1.08067
H -0.06868 2.17455 -2.45762
H 0.55927 2.30965 -0.81180
H -1.18109 2.56098 -1.13095
C -1.22272 1.51544 6.35304
S 0.31402 0.57220 6.29999
C -0.21745 -1.05916 6.86755
O 0.47837 0.42121 4.76093
H -1.29158 1.83895 7.39501
H -2.08387 0.89897 6.06887
H -1.13594 2.37263 5.67904
H -1.30406 -1.18687 6.75288
H 0.33025 -1.86798 6.36033
H 0.03899 -1.06648 7.93732
```

Computed properties:
2S+1 = 2
highest occupied orbital energy (spin up / spin down) = -6.86 / -6.86 eV
E_tot = -3817.44078 Ha

Results of the Mulliken charge analysis, in e, for atoms 1 through 2: -1.808, 1.019